# 1
DFT (ωB97M-V/def2-TZVPD) results for a structure of composition C29H28ClN4O6SV.

DFT total energy	-3594.8307	a.u.
molecular weight	647.03	g mol⁻¹
HOMO	-0.3100	hartree
largest force on an atom	0.58	eV/A
ΔE to the lowest compared entry with this formula, charge and spin	0.0000	eV
HOMO-LUMO gap	0.25292	Eh

Geometry (Å):
1 V 1.11956 -0.03823 0.11226
2 Cl -4.49167 -0.72988 3.98058
3 S 1.06312 0.61866 1.97939
4 O 5.40738 -3.48640 -0.04108
5 O -0.64967 -0.57237 -0.26785
6 O 1.26426 1.47521 -0.82153
7 O -2.92594 -1.62211 -1.60435
8 O 1.55137 -1.86665 0.54182
9 O 0.64984 -1.20332 -1.91760
10 N 3.13608 -0.22890 -0.33772
11 N -2.53645 2.50731 -0.69020
12 N 3.68332 -1.47861 -0.11245
13 N -1.60009 1.38133 -2.69657
14 C -2.60029 4.90196 -0.16249
15 C 3.92745 0.66092 -0.81745
16 C -1.62478 -1.87724 -2.08367
17 C 1.80634 3.64893 -1.56158
18 C -3.22821 -1.49991 -0.26985
19 C 2.76366 -2.28401 0.34440
20 C 4.12939 4.21615 -1.91847
21 C 3.61639 -6.34762 1.23168
22 C 2.77671 4.56091 -1.92648
23 C 4.62266 -5.54855 0.73299
24 C -0.47086 -1.16933 -1.42311
25 C 3.53633 2.00486 -1.16085
26 C -4.09527 -0.45608 0.02385
27 C -4.50765 -0.21592 1.32198
28 C 2.09115 -4.51027 1.16058
29 C -2.01865 1.90119 -1.75041
30 C 2.18303 2.36809 -1.16679
31 C -4.02710 -1.03235 2.32967
32 C -2.62739 3.12398 1.65900
33 C -3.28577 3.75499 -0.89134
34 C -3.19139 -2.09552 2.03874
35 C -2.48887 4.61874 1.35031
36 C -1.92268 -3.56522 0.46285
37 C -2.79065 -2.36593 0.73344
38 C 2.33875 -5.83372 1.45177
39 C 4.38023 -4.20648 0.43706
40 C -1.90474 2.28253 0.62464
41 C 4.49980 2.94192 -1.54710
42 C 3.09440 -3.67876 0.65130
43 H 3.82449 -7.38637 1.45536
44 H -3.24920 5.17638 1.89913
45 H -0.89223 -3.27811 0.23947
46 H 4.95907 0.36074 -0.98264
47 H 1.11127 -4.08307 1.32495
48 H 1.55312 -6.46345 1.84575
49 H -2.22524 2.89631 2.64667
50 H 5.09135 -2.56917 -0.19738
51 H 5.54307 2.64947 -1.54751
52 H -4.42401 0.17398 -0.79190
53 H 4.87753 4.93958 -2.21034
54 H 5.61798 -5.93470 0.55877
55 H -3.15234 5.82486 -0.34598
56 H -5.18509 0.59537 1.55108
57 H -1.37901 -2.94253 -2.06071
58 H -4.30914 3.62675 -0.52739
59 H -2.30498 -4.15185 -0.37333
60 H -1.52151 4.97214 1.71302
61 H -3.67956 2.82964 1.67831
62 H -3.34109 3.94399 -1.96185
63 H 2.47946 5.55635 -2.23000
64 H 0.75291 3.89454 -1.58861
65 H -1.96980 1.22111 0.86146
66 H -1.62508 -1.55417 -3.12292
67 H -1.89969 -4.21093 1.33970
68 H -2.85255 -2.73904 2.84070
69 H -0.84553 2.56001 0.58488
70 H -1.60724 5.03785 -0.59806



# 2
DFT (ωB97M-V/def2-TZVPD) results for a structure of composition C29H28ClN5O11S2Tc at a distorted geometry.

DFT total energy	-3560.7935	a.u.
molecular weight	820.15	g mol⁻¹
HOMO (alpha / beta)	-0.3346 / -0.3368	hartree
largest force on an atom	2.04	eV/A
ΔE to the lowest compared entry with this formula, charge and spin	0.6401	eV
HOMO-LUMO gap (alpha / beta)	0.29364 / 0.24779	Eh
2S+1	4

Geometry (Å):
1 Tc -0.21661 -0.05192 -0.10655
2 Cl 4.84853 2.57825 1.15312
3 S -1.19393 -0.56544 2.57364
4 S -3.52853 -1.62748 -0.92979
5 O 2.66939 -1.12351 -2.84383
6 O 0.85364 -1.63364 0.73629
7 O 5.14583 -0.46617 -2.29133
8 O -3.99313 -1.64278 -2.29565
9 O 6.18673 0.90645 -0.90695
10 O -3.10513 -2.88953 -0.40887
11 O 0.68737 -0.69948 -1.92280
12 O -0.79202 0.61337 1.62461
13 O -1.67734 -1.57153 1.61823
14 O 0.02424 -0.97863 3.25250
15 O -2.21162 -0.07214 3.45698
16 N 2.38261 1.59824 0.77736
17 N -2.28532 -0.51041 -0.83838
18 N -1.27761 1.39018 -1.17008
19 N 1.69409 0.81296 -0.05900
20 N 0.37410 -3.32504 2.07151
21 C -2.41130 0.67739 -1.43080
22 C 0.46369 -4.89943 -0.58227
23 C 0.38751 -5.77092 1.79918
24 C -0.15282 -3.52045 -0.32736
25 C -6.68328 0.38148 1.67396
26 C -7.01995 -0.08531 0.40500
27 C -1.12381 2.61123 -1.68141
28 C 5.17055 0.40978 -1.31699
29 C -3.42936 1.20887 -2.24019
30 C -6.07722 -0.71331 -0.39519
31 C 0.59281 2.98736 1.62792
32 C 0.01563 3.70342 2.65851
33 C 1.95271 -0.59422 -2.00474
34 C 3.69034 1.60510 0.41625
35 C 1.83011 3.10070 4.10440
36 C -4.79299 -0.88114 0.08750
37 C -3.24527 2.46336 -2.76956
38 C -5.38227 0.19943 2.12823
39 C 3.85096 0.75915 -0.68565
40 C -0.30544 -4.55395 2.41348
41 C 0.35131 -2.78693 0.87354
42 C -4.43651 -0.43260 1.34085
43 C -7.68946 1.08120 2.53866
44 C -2.08677 3.19126 -2.47482
45 C 2.39968 2.34773 3.09251
46 C -0.02093 -6.00519 0.34952
47 C 0.63654 3.77020 3.89341
48 C 2.55252 0.29282 -0.94242
49 C 1.78512 2.30881 1.84587
50 H -4.29878 0.61446 -2.46223
51 H 0.02674 -2.88794 -1.20119
52 H 0.19427 -5.18049 -1.60075
53 H 0.13538 -6.65200 2.38919
54 H -1.23983 -3.59319 -0.19988
55 H -0.91601 4.21892 2.48668
56 H 3.30390 1.79195 3.28288
57 H -5.08004 0.54589 3.10340
58 H -0.30220 -4.62207 3.50102
59 H -1.94322 4.18484 -2.86395
60 H 0.47223 -2.59314 2.79546
61 H 0.11996 2.95217 0.66273
62 H 1.46777 -5.62440 1.85989
63 H -7.42935 0.97775 3.59041
64 H 1.55395 -4.83310 -0.53445
65 H 4.23259 -0.78587 -2.55682
66 H -8.69023 0.68720 2.37370
67 H -1.34476 -4.49671 2.07385
68 H -8.02892 0.03779 0.04140
69 H 0.40468 -6.95298 0.00918
70 H 0.19133 4.34559 4.68962
71 H -6.32537 -1.08043 -1.37885
72 H -0.20146 3.12592 -1.44625
73 H -3.99072 2.88844 -3.42354
74 H -3.43958 -0.59948 1.70605
75 H -1.10845 -6.08423 0.28818
76 H 2.32099 3.16695 5.06399
77 H -7.70333 2.14589 2.30267



Q: The lowest ΔE to the lowest compared entry with this formula, charge and spin belongs to which entry?
A: C29H28ClN4O6SV



Q: Which of these has the highest ΔE to the lowest compared entry with this formula, charge and spin?
A: C29H28ClN5O11S2Tc



Q: Which formula does entry 2 have?
A: C29H28ClN5O11S2Tc



Q: Look up the DFT total energy of the first one.
A: -3594.8307 a.u.